The following is a DFT calculation (ωB97M-V/def2-TZVPD) of a structure of composition C28H6Br2Cl88O3.

Element x y z (Å)
Br1 2.300 -4.168 -1.963
Br2 2.066 -7.381 1.824
Cl1 2.667 4.494 2.226
Cl2 -1.358 0.893 0.718
Cl3 -0.297 -13.014 4.609
Cl4 -1.201 -1.347 6.480
Cl5 10.191 1.352 -10.933
Cl6 -7.357 8.043 5.600
Cl7 -1.104 -7.083 3.665
Cl8 -3.035 -13.450 3.747
Cl9 3.050 9.644 4.390
Cl10 0.456 3.115 0.943
Cl11 5.415 6.428 -6.044
Cl12 5.547 -1.715 -7.045
Cl13 -2.366 2.394 -5.837
Cl14 3.016 7.744 2.194
Cl15 11.570 1.053 -8.394
Cl16 -4.657 8.432 6.597
Cl17 -0.777 -8.337 6.263
Cl18 3.836 15.358 4.331
Cl19 -2.339 -0.796 -8.847
Cl20 2.915 0.782 -6.241
Cl21 -5.843 -3.185 9.734
Cl22 1.728 -3.368 1.812
Cl23 -3.475 -2.064 8.480
Cl24 -1.317 5.776 -3.764
Cl25 -3.700 1.546 -3.400
Cl26 -1.491 0.126 3.988
Cl27 -0.457 -9.163 0.269
Cl28 0.969 -0.734 2.772
Cl29 3.234 3.294 -4.818
Cl30 3.086 -2.212 4.105
Cl31 3.595 12.890 2.819
Cl32 -0.702 -11.758 -1.012
Cl33 2.307 4.689 -0.650
Cl34 -1.127 5.123 6.170
Cl35 -6.597 -6.847 0.859
Cl36 -2.925 -6.430 5.830
Cl37 -2.732 10.913 -0.581
Cl38 0.564 -2.752 -5.262
Cl39 -4.484 0.551 -10.270
Cl40 5.299 -1.779 -9.938
Cl41 -2.771 6.588 8.063
Cl42 7.800 -0.957 -8.713
Cl43 -1.392 8.007 5.936
Cl44 8.116 5.509 -6.586
Cl45 -6.917 9.517 8.063
Cl46 -1.799 -1.073 -5.107
Cl47 -6.315 -6.695 3.745
Cl48 -3.332 -4.642 9.809
Cl49 -1.658 -3.519 -3.553
Cl50 1.855 -10.920 0.083
Cl51 -2.155 6.627 -1.117
Cl52 -3.398 -1.016 1.519
Cl53 0.120 6.860 8.137
Cl54 -5.078 -1.720 -8.559
Cl55 -3.401 0.516 6.144
Cl56 -1.933 -3.651 -6.441
Cl57 -2.470 -11.763 6.045
Cl58 -1.057 9.441 -2.440
Cl59 -3.753 0.543 -0.903
Cl60 -3.374 -1.983 4.661
Cl61 -3.666 -2.120 -11.066
Cl62 -4.782 -4.377 7.307
Cl63 -2.200 3.808 -1.818
Cl64 -6.476 6.647 7.990
Cl65 -4.081 -5.988 2.028
Cl66 4.990 7.484 4.308
Cl67 -4.118 5.636 -3.010
Cl68 11.302 3.682 -9.600
Cl69 -3.034 -9.053 4.580
Cl70 5.470 0.767 -8.552
Cl71 0.864 2.829 -6.431
Cl72 -6.411 -4.260 2.166
Cl73 3.846 12.802 5.711
Cl74 0.441 6.013 1.140
Cl75 2.196 6.906 4.850
Cl76 1.237 1.374 -3.945
Cl77 -0.338 -11.583 1.867
Cl78 0.152 11.250 -0.517
Cl79 5.892 3.647 -6.733
Cl80 -5.065 3.306 -5.274
Cl81 6.758 4.673 -4.159
Cl82 6.119 13.580 4.078
Cl83 -2.090 -14.640 6.223
Cl84 -1.385 12.311 -2.742
Cl85 -1.742 -1.549 -0.806
Cl86 8.972 2.348 -8.493
Cl87 0.332 -3.098 4.340
Cl88 -4.584 0.523 -5.958
O1 -2.600 -3.814 0.970
O2 -2.074 -5.711 -0.538
O3 -0.759 -5.454 1.294
C1 -1.207 -2.748 -5.092
C2 -0.846 -6.511 -0.776
C3 0.149 -5.571 0.124
C4 1.468 4.578 0.915
C5 -2.366 -0.672 5.318
C6 1.665 -6.041 0.371
C7 3.313 7.945 3.936
C8 -2.562 -0.281 0.133
C9 -1.929 -4.843 0.639
C10 -3.892 -1.021 -9.686
C11 -2.448 5.462 -2.427
C12 4.289 -5.822 -0.300
C13 10.508 2.109 -9.355
C14 -1.975 -13.221 5.157
C15 -1.293 6.644 7.077
C16 -4.358 -3.567 8.833
C17 2.063 2.070 -5.359
C18 -1.256 10.979 -1.570
C19 2.700 -5.471 -0.474
C20 -1.961 -7.725 5.084
C21 1.528 -2.352 3.259
C22 6.545 5.065 -5.881
C23 -6.352 8.160 7.062
C24 4.349 13.658 4.235
C25 6.029 -0.922 -8.562
C26 -3.929 1.946 -5.119
C27 -5.851 -5.948 2.200
C28 0.091 -10.857 0.301
H1 -1.112 -7.539 -0.309
H2 4.510 -6.466 0.627
H3 4.622 -6.289 -1.300
H4 4.825 -4.787 -0.201
H5 -0.376 -6.481 -1.827
H6 -0.043 -4.530 -0.381

The gap between HOMO and LUMO comes out at 9.17 eV. As for the highest occupied orbital energy: -9.664 eV. For the total energy, the calculation gives -46940.7146 a.u.

=====

The following is a DFT calculation (ωB97M-V/def2-TZVPD) of a cluster of 9 separate species, C28H70BF4N2O16P2S4 in total.

Element x y z (Å)
S1 2.247 0.477 -6.455
S2 3.074 5.798 -0.843
S3 -1.561 5.295 2.469
S4 1.452 -2.791 -1.729
P1 0.045 -0.028 4.039
P2 -3.770 -5.442 -1.796
F1 0.290 1.297 0.081
F2 -1.390 2.735 -0.422
F3 -0.844 1.310 -1.982
F4 -1.806 0.483 -0.123
O1 0.249 -1.626 3.878
O2 2.387 -2.425 -2.784
O3 -2.404 4.126 2.194
O4 -5.019 -5.759 -2.854
O5 -1.355 0.421 3.789
O6 -1.891 6.707 2.166
O7 0.535 0.383 5.549
O8 -2.488 -5.193 -2.754
O9 2.698 -0.893 -6.715
O10 2.335 6.317 0.309
O11 -3.534 -6.495 -0.770
O12 -4.021 -3.970 -1.067
O13 1.620 1.288 -7.491
O14 0.077 -3.226 -2.038
O15 1.142 0.604 3.045
O16 3.537 6.619 -1.949
N1 -3.368 1.784 -2.291
N2 -3.024 1.603 1.913
C1 -2.077 -2.693 3.576
C2 -2.992 -3.392 -0.295
C3 -5.209 -5.035 -4.083
C4 1.155 0.610 -4.955
C5 0.506 1.706 5.984
C6 -1.070 5.148 4.226
C7 2.040 4.405 -1.566
C8 4.089 3.285 -0.801
C9 3.212 0.762 2.148
C10 1.603 -2.306 0.870
C11 -2.016 -7.456 -3.549
C12 2.562 3.205 -0.845
C13 3.521 0.945 -4.180
C14 2.045 1.375 -3.891
C15 1.386 -1.508 -0.439
C16 0.933 1.765 7.392
C17 2.719 -3.348 0.541
C18 2.461 0.471 3.382
C19 0.122 4.961 1.887
C20 2.219 -4.126 -0.643
C21 -0.742 -2.536 4.333
C22 0.447 4.982 4.293
C23 0.926 4.235 3.007
C24 -3.714 -2.166 0.334
C25 -5.280 -6.015 -5.267
C26 4.453 4.678 -0.263
C27 3.697 1.425 -5.667
C28 -1.479 -6.151 -2.979
B1 -0.895 1.426 -0.605
H1 1.425 -4.717 -0.185
H2 0.656 3.181 3.076
H3 -0.332 -3.546 4.352
H4 -4.019 1.535 2.073
H5 0.875 -0.352 -4.527
H6 0.292 1.182 -5.296
H7 0.819 4.576 5.234
H8 0.129 4.458 0.920
H9 -6.080 -4.398 -3.933
H10 3.640 2.512 -5.720
H11 0.029 1.406 7.883
H12 2.829 -0.505 3.697
H13 3.801 -0.103 -4.074
H14 -2.819 -3.323 4.068
H15 4.212 1.544 -3.586
H16 4.515 4.778 0.821
H17 -1.528 5.934 4.825
H18 1.222 2.267 5.384
H19 -2.584 1.149 2.701
H20 -2.208 -3.078 -0.984
H21 -1.611 4.249 4.521
H22 2.227 3.270 0.191
H23 -0.495 2.116 5.843
H24 2.230 -0.882 -0.726
H25 -2.807 2.588 1.941
H26 0.708 -2.872 1.126
H27 -1.199 -8.157 -3.721
H28 5.406 4.973 -0.703
H29 -0.977 -6.406 -2.045
H30 -3.897 2.628 -2.456
H31 -3.791 1.493 -1.422
H32 4.654 1.098 -6.074
H33 4.383 3.114 -1.837
H34 -5.704 -5.618 -6.190
H35 -4.426 -4.278 -4.128
H36 -2.405 -7.234 -4.543
H37 4.232 0.415 2.308
H38 4.483 2.462 -0.205
H39 1.968 2.456 -4.008
H40 3.309 1.828 1.942
H41 -5.931 -6.843 -4.984
H42 -1.857 -3.143 2.608
H43 2.721 1.158 4.187
H44 0.992 4.624 -1.361
H45 -4.140 -1.431 -0.348
H46 -2.383 1.943 -2.135
H47 1.874 -1.746 1.765
H48 1.819 1.146 7.539
H49 3.625 -2.781 0.328
H50 -3.033 -1.560 0.932
H51 0.948 5.947 4.224
H52 -0.997 -2.348 5.376
H53 2.695 0.265 1.327
H54 0.662 5.895 1.730
H55 -2.496 -3.920 0.520
H56 -4.423 -2.432 1.118
H57 -4.327 -6.498 -5.484
H58 -2.722 -8.006 -2.927
H59 -2.865 1.153 1.022
H60 -3.736 1.075 -2.910
H61 -2.527 -1.715 3.408
H62 2.409 4.283 -2.585
H63 2.181 2.263 -1.240
H64 1.202 2.705 7.874
H65 2.945 -3.936 1.431
H66 1.726 1.210 -2.862
H67 -0.699 -5.674 -3.572
H68 0.466 -0.934 -0.543
H69 2.002 4.333 2.863
H70 2.873 -4.829 -1.159

The gap between HOMO and LUMO comes out at 8.25 eV. As for the highest occupied orbital energy: -11.664 eV. For the total energy, the calculation gives -5122.0977 a.u. Its net charge is +1.

=====

The following is a DFT calculation (ωB97M-V/def2-TZVPD) of a cluster of 6 separate species, C28H72N4O12 in total.

Element x y z (Å)
O1 -6.880 1.971 -1.898
O2 8.260 -2.443 5.623
O3 0.628 0.454 -3.215
O4 2.550 3.118 -0.520
O5 5.169 0.243 0.283
O6 -0.252 -2.422 -1.215
O7 -1.830 -6.377 0.547
O8 -4.220 1.545 1.089
O9 -3.250 -0.214 -3.833
O10 0.350 0.436 2.251
O11 -4.056 -2.984 -1.687
O12 -0.255 2.940 -4.208
N1 6.729 0.234 3.495
N2 -0.344 -3.175 1.464
N3 -0.786 1.981 0.276
N4 -3.693 2.328 -3.560
C1 -0.024 4.314 -4.001
C2 -3.589 -2.308 -2.866
C3 0.618 -0.900 1.927
C4 -1.188 -7.349 -0.244
C5 1.575 2.203 -0.190
C6 3.679 2.569 -1.010
C7 7.660 -0.440 4.357
C8 -1.474 -4.131 1.443
C9 -2.289 2.645 -3.214
C10 0.579 -1.464 -1.816
C11 -4.642 2.327 -2.413
C12 5.619 0.599 1.322
C13 -3.004 1.390 0.882
C14 -0.695 -1.794 1.803
C15 6.277 -0.362 2.173
C16 -2.142 2.525 0.464
C17 7.989 -3.909 5.846
C18 7.286 -1.856 4.790
C19 -1.526 2.597 -4.518
C20 0.242 2.843 -0.295
C21 -3.726 -0.863 -2.693
C22 -4.565 2.762 1.824
C23 -1.036 -5.503 1.001
C24 -6.050 1.973 -2.805
C25 -6.890 3.020 -1.002
C26 -0.239 -0.453 -2.533
C27 -0.112 0.576 3.562
C28 3.855 -0.376 0.375
H1 -2.641 -2.645 -3.143
H2 -0.471 1.537 1.108
H3 -6.385 2.524 -3.685
H4 8.675 -0.453 3.944
H5 -0.626 4.706 -3.222
H6 6.912 -4.136 5.894
H7 3.983 -1.354 0.806
H8 0.145 3.085 -1.397
H9 -4.018 2.747 2.758
H10 -2.427 2.937 -0.558
H11 -0.361 -5.162 0.149
H12 -4.564 3.351 -1.924
H13 0.232 3.874 0.159
H14 -6.316 1.017 -3.241
H15 6.403 -1.862 5.444
H16 1.632 1.821 0.847
H17 3.587 1.698 -1.590
H18 -4.950 -2.830 -1.678
H19 0.643 0.188 4.234
H20 -4.718 -0.533 -2.778
H21 -4.082 3.139 -4.094
H22 -0.638 -6.777 -0.969
H23 6.344 1.296 1.110
H24 -4.241 -2.850 -3.604
H25 8.503 -4.421 5.098
H26 1.196 -1.073 -1.071
H27 4.895 1.075 1.925
H28 5.916 0.415 4.073
H29 8.348 -4.021 6.912
H30 1.471 1.283 -0.769
H31 3.555 -0.493 -0.628
H32 -1.903 1.833 -2.627
H33 -5.671 2.611 1.890
H34 -2.128 3.319 1.240
H35 1.180 -0.891 0.957
H36 0.103 1.259 -3.433
H37 -0.964 0.057 -1.834
H38 -7.089 4.034 -1.458
H39 -1.423 -1.538 1.045
H40 -1.825 -8.054 -0.707
H41 -4.384 3.630 1.204
H42 -2.079 -3.663 0.700
H43 4.430 2.343 -0.230
H44 7.132 -0.713 1.665
H45 -1.546 1.646 -4.832
H46 4.231 3.318 -1.620
H47 -0.183 1.618 3.757
H48 -2.812 0.509 0.248
H49 -2.665 1.154 1.880
H50 1.055 4.391 -3.777
H51 -0.341 -5.907 1.708
H52 -1.094 0.096 3.815
H53 7.793 0.039 5.380
H54 -2.256 3.554 -2.577
H55 -0.473 -8.017 0.207
H56 -7.722 2.870 -0.306
H57 -2.091 -4.187 2.427
H58 -0.122 -3.035 0.503
H59 -1.031 -2.594 -1.749
H60 1.213 -2.034 -2.502
H61 3.167 0.278 0.922
H62 -5.982 3.134 -0.345
H63 -1.981 3.164 -5.255
H64 -4.155 1.655 -1.604
H65 -1.195 -1.660 2.765
H66 1.364 -1.361 2.707
H67 -3.349 -0.487 -1.783
H68 -3.322 0.719 -3.765
H69 5.709 -1.124 2.557
H70 -0.885 -0.796 -3.349
H71 7.137 -2.440 3.904
H72 -0.104 4.900 -4.933

Its energy relative to the best compared isomer or geometry (same formula, charge and spin) is 218.9 kcal/mol. The gap between HOMO and LUMO comes out at 8.79 eV. As for the highest occupied orbital energy: -8.400 eV. As for the SMILES: COCCNCCOC.COCCNCCOC.COCCNCCOC.COCCNCCOC.OCCO.OCCO. For the total energy, the calculation gives -2231.3623 a.u.